An isolated molecule of C22H24ClN3O5S. Source: the OMol25 dataset; level of theory: the ωB97M-V functional and the def2-TZVPD basis.

The calculation puts the electronic energy at -2251.62052 a.u. As for the charge: 0. The energy above the lowest of the compared OMol25 structures with the same formula, charge and spin is 5.41 kcal/mol. As for the structure (SMILES): C[C@H](CC(=O)N1CCN(c2cccc(Cl)c2)CC1)S(=O)(=O)c1ccc2c(c1)NC(=O)CO2. For the molar mass, the calculation gives 477.97 g mol⁻¹. The calculation puts the HOMO energy at -8.1 eV. Its LUMO energy is 0.469 eV.

The geometry in XYZ format:
```
56
Properties=species:S:1:pos:R:3:forces:R:3
C 1.971508 -0.492316 -1.536068 0.012 -0.092 -0.134
C 1.441002 -0.347081 -0.129432 0.458 0.453 0.209
C 0.042146 0.237728 -0.048789 0.030 -0.120 0.099
C -1.018393 -0.766962 -0.482364 0.223 0.327 0.022
O -0.734364 -1.904370 -0.809430 0.290 -0.322 0.018
N -2.293977 -0.318844 -0.502196 -0.326 -0.020 -0.103
C -2.782164 0.955746 -0.026386 -0.111 0.207 0.348
H -3.368007 1.420223 -0.828926 0.081 0.051 0.070
H -1.964466 1.619635 0.241466 0.003 0.002 -0.051
C -3.688925 0.709862 1.193320 0.116 0.288 -0.186
N -4.780894 -0.179466 0.872336 0.184 -0.078 0.347
C -5.985535 0.312621 0.396190 -0.400 0.186 -0.034
C -6.190113 1.664479 0.095582 0.225 -0.027 0.047
C -7.427544 2.121891 -0.315168 -0.147 -0.085 -0.017
C -8.502865 1.263216 -0.452417 -0.061 0.028 0.000
C -8.306374 -0.073306 -0.146808 0.208 0.153 -0.025
C -7.082637 -0.550100 0.275651 -0.009 -0.048 -0.083
H -6.994548 -1.592253 0.535203 -0.008 -0.083 0.043
Cl -9.629867 -1.181367 -0.282347 -0.144 -0.112 -0.010
H -9.465708 1.617290 -0.781096 -0.106 0.006 -0.030
H -7.552616 3.169575 -0.544327 -0.008 0.090 -0.019
H -5.383572 2.375870 0.169353 0.103 0.028 0.007
C -4.269793 -1.449583 0.398486 0.129 -0.136 -0.375
H -3.685371 -1.909169 1.202153 -0.041 -0.051 -0.060
C -3.368315 -1.237434 -0.827108 -0.101 -0.464 0.059
H -3.961144 -0.817382 -1.647626 0.011 -0.034 0.024
H -2.918847 -2.178983 -1.144408 -0.105 0.121 -0.023
H -5.082741 -2.119930 0.131491 0.037 -0.012 0.063
H -3.093117 0.226400 1.976009 0.006 0.088 -0.023
H -4.071231 1.647747 1.592970 0.025 -0.024 0.026
H -0.134965 0.533137 0.989179 -0.182 0.090 -0.071
H -0.000449 1.130828 -0.675746 -0.093 0.050 0.065
H 1.498178 -1.282555 0.424761 0.029 -0.026 0.075
S 2.491855 0.856139 0.768604 0.105 -0.228 0.202
O 2.500011 2.092099 0.027916 0.163 -0.019 -0.395
O 2.043099 0.910858 2.136694 0.028 -0.362 0.145
C 4.151054 0.165463 0.732435 -0.645 0.160 -0.113
C 4.456217 -0.921442 1.529102 -0.015 -0.046 0.081
C 5.729504 -1.462049 1.484260 0.153 0.127 -0.171
C 6.689447 -0.913244 0.641878 -0.348 0.227 0.051
C 6.361850 0.179606 -0.174677 -0.087 -0.315 0.350
C 5.085684 0.717651 -0.122007 0.111 -0.020 0.023
H 4.804692 1.562825 -0.730431 0.022 0.136 -0.134
N 7.326009 0.665536 -1.054809 -0.290 0.256 -0.233
C 8.623070 0.263935 -1.042418 0.000 -0.208 0.081
O 9.436891 0.651096 -1.845076 0.236 0.003 0.015
C 8.974434 -0.664820 0.114474 0.546 0.202 0.033
H 9.773800 -1.340498 -0.197131 -0.136 0.204 -0.021
O 7.922330 -1.480309 0.594158 -0.337 -0.116 -0.119
H 9.355956 -0.030379 0.931192 -0.053 -0.096 -0.136
H 7.048316 1.351898 -1.744669 0.171 -0.116 0.025
H 6.002443 -2.309821 2.091036 0.037 -0.092 0.094
H 3.705637 -1.319108 2.192112 -0.058 -0.113 0.133
H 2.015757 0.486076 -2.010340 0.015 0.061 -0.112
H 1.316900 -1.143620 -2.110855 -0.008 -0.035 0.017
H 2.970727 -0.923047 -1.524937 0.062 -0.043 -0.094
```
Forces are in eV/Å.